(1)
The following is a quantum chemistry calculation of a structure of composition C15H17BClCsF2NO6S at a distorted geometry, from the OMol25 dataset.

Summary:
**M**: 556.53 g mol⁻¹
**Strongest force on any atom**: 7.227 eV/A
**E_HOMO**: -0.4495 Ha
**Energy above the lowest of the compared OMol25 structures with the same formula, charge and spin**: 144.6 kJ/mol
**Charge**: +1
**Orbital gap**: 8.444 eV

Each line ends with the Mulliken charge.
Geometry (Å):
C 3.753 -0.609 -2.277  -1.2650
C 2.225 -0.845 -2.475  -0.4421
C 1.400 0.510 -2.538  0.0294
Cl 0.853 0.930 -4.195  -0.1689
C 0.278 0.407 -1.497  -0.2746
C -0.877 -0.249 -1.637  0.7560
N -1.220 -0.931 -2.864  0.6487
C -1.764 -2.252 -2.637  0.6556
O -2.885 -2.411 -2.403  -0.3278
F -0.968 -3.319 -2.743  -0.2739
C -2.132 -0.150 -3.678  0.3980
O -3.062 0.405 -3.290  -0.3024
F -1.838 -0.053 -4.988  -0.2476
C -1.808 -0.223 -0.399  0.2154
O -2.985 -0.245 -0.455  -0.5092
C -1.121 -0.194 0.991  0.5634
C -1.812 -0.965 2.115  -1.3433
B -2.086 -2.488 1.617  0.4084
O -1.400 -3.056 0.542  -0.4994
O -2.987 -3.324 2.256  -0.5136
C 0.022 0.498 1.119  -0.1583
C 0.745 0.608 2.465  -0.9361
C 1.502 2.037 2.674  -0.7711
C 0.526 3.299 2.615  -0.3232
S -1.084 3.087 3.498  -0.2479
C 0.548 1.148 -0.154  -0.4706
O 1.119 2.192 -0.217  -0.6104
H 4.250 -1.595 -2.394  0.4003
H 3.962 -0.276 -1.238  0.2671
H 4.106 0.125 -3.024  0.3365
H 1.876 -1.415 -1.583  0.1535
H 1.969 -1.415 -3.386  0.4110
H 2.118 1.299 -2.240  0.4615
H -2.781 -0.480 2.351  0.3588
H -1.202 -1.059 3.034  0.0764
H -0.472 -2.770 0.574  0.3068
H -3.695 -2.751 2.593  0.3313
H 1.552 -0.193 2.539  0.5395
H 0.050 0.483 3.369  0.5831
H 2.295 2.215 1.920  0.3658
H 2.045 2.065 3.704  0.5301
H 1.078 4.142 3.085  0.4352
H 0.307 3.627 1.584  0.2694
H -2.022 3.143 2.503  0.1602
Cs 1.624 1.052 5.161  1.0235

Cartesian forces, eV/Å:
C -0.7343 -0.5330 -0.2105
C -0.1782 0.3857 0.3437
C 0.7248 -0.4568 0.9293
Cl 0.2903 -0.0208 0.5561
C 0.3159 0.3449 -0.1125
C 0.1900 0.0822 1.0074
N 0.6648 -0.2985 -0.3668
C 0.4954 0.0139 -0.3918
O -2.4161 -0.5640 0.3941
F 0.9575 1.1676 -0.0556
C 1.1315 -0.4310 -1.2400
O -1.9904 1.4261 1.3229
F 0.6588 -1.0709 0.6795
C 1.8578 -0.3409 0.0910
O -1.6427 -0.1354 -0.0348
C 0.1547 -0.0382 0.1508
C -0.1392 -0.2348 -0.9868
B -0.3807 -1.0365 -0.2041
O 0.4458 0.5640 1.2067
O 0.1013 1.5572 -0.6992
C 0.0334 -0.0723 0.1884
C 1.3358 1.2177 0.5347
C -0.3069 0.8236 -0.6474
C 0.4939 -0.1645 -0.0897
S 0.0655 0.0975 -0.0380
C -0.8739 -1.5398 -0.6696
O 0.7922 0.9151 0.4228
H -0.0304 0.7402 -0.1186
H -0.1164 0.0839 -0.7059
H 0.1449 -0.4408 0.4618
H 0.0258 0.1712 -0.7088
H 0.3199 0.1151 0.4909
H -0.7845 -0.2012 -0.1484
H 0.4666 -0.2381 0.0014
H -0.3215 0.3393 -0.4400
H -0.2939 -0.0626 -0.4757
H 0.0952 -0.5760 0.3387
H -0.9075 0.6922 -0.1683
H 0.3908 -0.0003 -2.0663
H -0.5968 -0.3105 0.2752
H -0.3982 2.0776 -5.8827
H -0.5534 -0.4330 -0.1887
H 0.2632 -0.4910 0.4666
H 0.8236 -0.1105 0.2456
Cs -0.5745 -3.0136 6.5430

---

(2)
The following is a quantum chemistry calculation of a cluster of 16 separate species, H32O16 in total at a distorted geometry, from the OMol25 dataset.

Summary:
**M**: 288.24 g mol⁻¹
**Strongest force on any atom**: 16.655 eV/A
**E_HOMO**: -0.3835 Ha
**Energy above the lowest of the compared OMol25 structures with the same formula, charge and spin**: 1154.5 kJ/mol
**Charge**: 0
**Orbital gap**: 9.911 eV

Each line ends with the Mulliken charge.
Geometry (Å):
O -1.930 -0.982 -4.266  -0.6797
H -1.532 -0.127 -4.064  0.3081
H -2.900 -0.617 -3.915  0.3516
O 1.352 2.316 1.251  -0.6966
H 1.663 1.834 2.014  0.2460
H 1.557 2.235 0.353  0.3032
O 3.071 4.458 0.617  -0.6561
H 2.358 3.837 0.660  0.4098
H 3.769 4.172 1.194  0.2945
O -5.177 1.725 0.142  -0.5243
H -5.854 1.373 -0.161  0.1838
H -5.274 2.599 0.614  0.3139
O 2.511 -4.894 0.619  -0.6301
H 2.372 -5.039 -0.309  0.3256
H 1.580 -4.661 0.812  0.3124
O -2.300 -1.727 0.546  -0.6350
H -1.732 -1.808 1.368  0.2975
H -2.815 -2.595 0.527  0.2990
O 4.416 -0.524 -3.965  -0.6128
H 4.364 -1.411 -4.143  0.3140
H 4.309 -0.404 -2.990  0.3153
O 4.021 1.041 2.989  -0.5699
H 3.185 1.099 2.896  0.4011
H 4.202 0.179 2.988  0.2537
O -2.970 -2.709 -2.558  -0.6244
H -3.910 -2.620 -2.652  0.3039
H -2.650 -2.002 -3.220  0.3336
O -1.592 -1.251 3.491  -0.5638
H -2.356 -1.698 3.594  0.2458
H -1.050 -1.799 3.970  0.3131
O -0.455 0.388 -0.447  -0.3225
H -1.209 -0.121 -0.309  0.1842
H -0.914 0.994 -1.198  0.3020
O -1.941 4.030 -1.887  -0.5535
H -1.676 3.049 -2.040  0.3097
H -2.136 4.272 -1.144  0.2280
O 1.862 -0.259 1.792  -0.5539
H 1.726 -0.728 0.835  0.3260
H 1.000 -0.266 2.087  0.2261
O -2.870 1.748 -0.445  -0.6560
H -2.999 0.847 -0.243  0.2068
H -3.651 2.104 -0.710  0.4202
O 0.529 1.604 3.816  -0.6461
H 0.028 0.850 3.564  0.2961
H 0.098 2.332 3.446  0.3218
O 3.867 -3.756 -2.161  -0.6246
H 3.697 -4.118 -1.167  0.3343
H 4.355 -2.971 -2.190  0.2681

Cartesian forces, eV/Å:
O -4.2398 2.5407 1.3081
H 1.0949 -0.0848 -0.1782
H 3.1316 -1.4771 -1.8253
O -2.0991 2.7078 1.8965
H 0.5767 -0.7381 -1.0241
H 1.0224 -1.6693 -1.2800
O 0.4192 1.3758 -0.9371
H -0.3909 -0.5578 0.7329
H 0.1936 -0.4614 0.4173
O 9.4611 6.2217 5.2856
H -10.4013 -4.3714 -4.0040
H -0.5507 -1.8370 -0.9504
O -1.1579 0.4174 0.2974
H 0.2884 -0.5677 -1.0038
H 0.7015 0.0143 0.5922
O -0.1049 -1.8465 1.4495
H -0.9853 0.3005 -1.1916
H 1.0865 1.8009 -0.2578
O 0.1383 3.7243 1.8960
H -0.2815 -3.4691 -0.5993
H 0.1048 -0.2458 -1.3221
O 8.0888 4.7162 1.1689
H -9.0378 0.6753 -0.9755
H 1.2679 -5.3735 -0.0426
O 0.6885 1.4364 -1.1193
H -0.9190 -0.3232 0.1550
H 0.2047 -2.1298 1.6802
O 2.0251 3.5024 -2.1134
H -4.7157 -1.7887 0.1993
H 2.8363 -1.7408 1.9006
O 0.3132 3.4366 -3.5688
H -1.9233 -2.2195 0.8981
H 2.0084 -1.6417 2.7613
O 4.1550 -6.0376 -14.9552
H -1.0655 3.0646 1.5207
H -3.1105 3.1786 13.4254
O 2.3467 -2.6196 -4.4770
H 0.6678 1.9072 3.3375
H -3.0962 0.1373 1.0925
O 5.2971 0.1912 0.0658
H -0.6970 -1.3913 0.5795
H -3.4363 1.0965 -1.0511
O 1.9007 -1.0047 1.3026
H -0.8986 -0.8413 -0.1875
H -1.1117 1.8519 -1.0210
O -2.2054 -3.6803 2.8741
H 1.2356 2.1305 -3.5146
H 1.1733 1.6900 0.7628

---

(3)
The following is a quantum chemistry calculation of an isolated molecule of C6H14N2 at a distorted geometry, from the OMol25 dataset.

Summary:
**M**: 114.19 g mol⁻¹
**Structure (SMILES)**: [H]/N=C\[C@H](C)C(C)(C)N
**Strongest force on any atom**: 1.799 eV/A
**E_HOMO**: -0.3423 Ha
**Energy above the lowest of the compared OMol25 structures with the same formula, charge and spin**: 50.7 kJ/mol
**Charge**: 0
**Orbital gap**: 10.186 eV

Each line ends with the Mulliken charge.
Geometry (Å):
H -1.485 -2.179 1.925  0.2872
N -1.428 -2.601 0.992  -0.7451
C -0.975 -1.753 0.127  -0.0434
C -0.622 -0.323 0.490  0.2462
C -1.850 0.540 0.182  -1.5554
C 0.696 0.161 -0.192  1.2960
C 0.496 0.614 -1.648  -1.7506
C 1.289 1.332 0.618  -1.7251
N 1.701 -0.914 -0.203  -0.7392
H -0.883 -2.059 -0.929  0.3692
H -0.468 -0.301 1.578  0.4397
H -2.608 0.402 0.961  0.4110
H -1.612 1.606 0.145  0.3815
H -2.317 0.256 -0.769  0.3145
H -0.123 1.516 -1.708  0.3388
H 1.453 0.862 -2.123  0.4343
H 0.019 -0.163 -2.254  0.3135
H 2.197 1.728 0.149  0.4433
H 0.579 2.161 0.705  0.3240
H 1.554 1.017 1.635  0.3999
H 2.629 -0.535 -0.391  0.3011
H 1.758 -1.367 0.710  0.2586

Cartesian forces, eV/Å:
H 0.1537 0.0272 -0.2047
N 0.4732 0.8019 -1.4872
C -0.4652 -0.8071 1.5390
C 0.3419 -0.2725 -0.4216
C -0.2286 0.2216 -0.0048
C 0.7131 0.6322 0.1231
C -0.2635 0.0320 -0.0399
C -0.4475 0.3437 0.1102
N -0.1850 -0.6095 0.1389
H -0.0415 0.0431 0.4934
H 0.1460 -0.0280 -0.1509
H 0.1424 -0.0425 -0.1550
H 0.0111 -0.0899 -0.0040
H 0.1635 0.1086 0.0831
H 0.0493 -0.1498 0.0718
H -0.0879 -0.1484 0.2205
H 0.0989 0.0419 0.1207
H -0.1573 -0.1398 -0.0505
H 0.0639 0.0201 0.0093
H -0.0880 -0.0612 -0.1713
H -0.3405 -0.0422 -0.0268
H -0.0521 0.1186 -0.1934

---

Copy entry 3 word for word.
The following is a quantum chemistry calculation of an isolated molecule of C6H14N2 at a distorted geometry, from the OMol25 dataset.

Summary:
**M**: 114.19 g mol⁻¹
**Structure (SMILES)**: [H]/N=C\[C@H](C)C(C)(C)N
**Strongest force on any atom**: 1.799 eV/A
**E_HOMO**: -0.3423 Ha
**Energy above the lowest of the compared OMol25 structures with the same formula, charge and spin**: 50.7 kJ/mol
**Charge**: 0
**Orbital gap**: 10.186 eV

Each line ends with the Mulliken charge.
Geometry (Å):
H -1.485 -2.179 1.925  0.2872
N -1.428 -2.601 0.992  -0.7451
C -0.975 -1.753 0.127  -0.0434
C -0.622 -0.323 0.490  0.2462
C -1.850 0.540 0.182  -1.5554
C 0.696 0.161 -0.192  1.2960
C 0.496 0.614 -1.648  -1.7506
C 1.289 1.332 0.618  -1.7251
N 1.701 -0.914 -0.203  -0.7392
H -0.883 -2.059 -0.929  0.3692
H -0.468 -0.301 1.578  0.4397
H -2.608 0.402 0.961  0.4110
H -1.612 1.606 0.145  0.3815
H -2.317 0.256 -0.769  0.3145
H -0.123 1.516 -1.708  0.3388
H 1.453 0.862 -2.123  0.4343
H 0.019 -0.163 -2.254  0.3135
H 2.197 1.728 0.149  0.4433
H 0.579 2.161 0.705  0.3240
H 1.554 1.017 1.635  0.3999
H 2.629 -0.535 -0.391  0.3011
H 1.758 -1.367 0.710  0.2586

Cartesian forces, eV/Å:
H 0.1537 0.0272 -0.2047
N 0.4732 0.8019 -1.4872
C -0.4652 -0.8071 1.5390
C 0.3419 -0.2725 -0.4216
C -0.2286 0.2216 -0.0048
C 0.7131 0.6322 0.1231
C -0.2635 0.0320 -0.0399
C -0.4475 0.3437 0.1102
N -0.1850 -0.6095 0.1389
H -0.0415 0.0431 0.4934
H 0.1460 -0.0280 -0.1509
H 0.1424 -0.0425 -0.1550
H 0.0111 -0.0899 -0.0040
H 0.1635 0.1086 0.0831
H 0.0493 -0.1498 0.0718
H -0.0879 -0.1484 0.2205
H 0.0989 0.0419 0.1207
H -0.1573 -0.1398 -0.0505
H 0.0639 0.0201 0.0093
H -0.0880 -0.0612 -0.1713
H -0.3405 -0.0422 -0.0268
H -0.0521 0.1186 -0.1934

---

Q: strongest force on any atom of number 3 (C6H14N2)?
A: 1.799 eV/A